The following is a DFT calculation (ωB97M-V/def2-TZVPD) of 3 unconnected molecules or ions with the total composition C31H49F9N4O5S3 at a distorted geometry.

Results
HOMO energy: -0.3296 Eh
Total charge: 0
Electronic energy: -3898.34274 Eh
LUMO: -2.152 eV
SMILES: C[C@@](C#N)(CCCCCCCSc1nnco1)[C@@](C#N)(S(C)(=O)=O)S(=O)(=O)C(F)(F)C(F)(F)C(F)(F)C(F)(F)F.CCCCCC.CCCCCC

Element x y z (Å)
C  5.00016  -1.30367  -1.04262
C  3.44157  -0.79891  -0.72446
C  3.01197  0.06283  -2.09344
N  2.59876  0.73308  -3.15013
C  2.35176  -2.06597  -0.73672
C  2.48042  -3.05037  -2.02844
C  1.45267  -2.71508  -3.27486
C  -0.13824  -2.77116  -2.88470
C  -0.90824  -1.49865  -3.63290
C  -1.86337  -0.66654  -2.58741
C  -3.10717  0.13996  -3.34662
S  -4.37169  0.52935  -2.02178
C  -3.93983  2.06920  -1.04768
N  -3.60002  1.98669  0.44801
N  -3.35734  3.27357  0.94899
C  -3.52751  4.25569  -0.21872
O  -3.88917  3.48464  -1.44385
C  3.40607  0.08236  0.65078
C  1.82555  0.57544  0.89908
N  0.59755  1.04975  0.85298
S  3.81321  -0.95400  2.19838
C  2.26560  -1.18808  3.29504
O  4.88559  -0.31786  3.11407
O  4.31199  -2.38381  1.88518
S  4.43300  1.62266  0.70661
O  5.97542  1.40529  0.81148
O  4.03998  2.36098  2.05039
C  4.15389  2.90867  -0.61781
F  4.41219  4.23904  0.06175
F  2.76548  3.02852  -1.11954
C  5.30319  2.89666  -1.83351
F  6.48717  3.60777  -1.21647
F  5.79587  1.54432  -2.16989
C  4.88088  3.82316  -3.12868
F  4.14023  3.10608  -4.19074
F  4.11856  5.06923  -2.74221
C  6.26445  4.40541  -3.86776
F  7.31820  3.37712  -4.02704
F  6.73528  5.68996  -3.27691
F  5.81668  4.75298  -5.26851
H  5.76008  -0.99108  -0.19052
H  5.36551  -0.97881  -2.12534
H  5.03738  -2.49692  -1.05790
H  2.30589  -2.65435  0.26963
H  1.28910  -1.52938  -0.83848
H  2.17288  -4.14169  -1.65259
H  3.54408  -3.16581  -2.49431
H  1.62666  -3.58736  -4.07176
H  1.77932  -1.72355  -3.84316
H  -0.30472  -2.75716  -1.70291
H  -0.68477  -3.75253  -3.27106
H  -0.13644  -0.70365  -4.07712
H  -1.49576  -1.92373  -4.56367
H  -2.38996  -1.40346  -1.81105
H  -1.25122  0.16768  -1.99682
H  -3.63086  -0.60634  -4.11102
H  -2.73186  1.05659  -3.96982
H  -3.38149  5.43146  -0.15599
H  1.52943  -2.00181  2.86362
H  2.68304  -1.65062  4.31251
H  1.75470  -0.17611  3.58394
C  -4.65081  -2.66184  -0.06676
C  -3.79142  -3.80105  -0.59217
C  -4.25377  -4.33418  -1.95084
C  -5.66041  -4.94484  -1.97408
C  -5.89090  -6.10278  -1.00091
C  -5.00770  -7.31006  -1.27965
H  -5.68119  -2.98208  0.11094
H  -4.24877  -2.29464  0.88196
H  -4.66506  -1.82635  -0.77439
H  -3.76078  -4.60956  0.14633
H  -2.76106  -3.44012  -0.69524
H  -3.52878  -5.07855  -2.30071
H  -4.22111  -3.51681  -2.68211
H  -5.86837  -5.29194  -2.99442
H  -6.39973  -4.16181  -1.76788
H  -6.93940  -6.41548  -1.07661
H  -5.74379  -5.77078  0.03313
H  -5.16769  -7.68315  -2.29613
H  -5.24553  -8.11855  -0.58172
H  -3.94751  -7.07084  -1.16145
C  1.43941  3.02610  4.38080
C  0.22075  2.54965  5.15557
C  -1.09227  2.71842  4.38651
C  -1.46874  4.16330  4.03630
C  -1.58671  5.11890  5.22539
C  -2.68031  4.72705  6.20813
H  1.39093  4.09830  4.17135
H  2.34869  2.84161  4.96020
H  1.52978  2.49125  3.42961
H  0.17042  3.06988  6.11830
H  0.35069  1.48583  5.38784
H  -1.90143  2.26341  4.96990
H  -1.03376  2.14229  3.45454
H  -2.42423  4.14901  3.49624
H  -0.73309  4.56981  3.33215
H  -1.80801  6.12258  4.84263
H  -0.62913  5.19608  5.75282
H  -3.65383  4.68242  5.70984
H  -2.74575  5.46680  7.01176
H  -2.48142  3.75504  6.66728